51
Properties=species:S:1:pos:R:3 method="wB97M-V/def2-TZVPD" charge=-2 lumo_ha=0.107 relative_energy_kcal_mol=0.0
Li 0.375 -17.591 11.241
C 2.258 -19.370 9.194
O 1.257 -18.492 9.627
H 3.075 -18.893 8.653
H 2.577 -20.176 9.855
H 1.923 -20.070 8.429
C -3.470 -20.212 5.631
C -4.113 -20.630 7.025
N -3.188 -21.551 7.834
C -4.010 -22.050 8.994
C -2.705 -22.793 7.007
C -3.755 -23.638 6.285
C -1.996 -20.779 8.429
C -1.018 -21.590 9.409
O -1.485 -21.830 10.699
C -1.461 -20.524 11.419
H -2.426 -19.917 5.742
H -4.041 -19.366 5.249
H -3.605 -20.861 4.766
H -5.000 -21.261 6.962
H -4.345 -19.805 7.698
H -3.351 -22.788 9.450
H -4.724 -22.698 8.485
H -4.288 -21.239 9.667
H -2.315 -23.464 7.773
H -2.044 -22.472 6.202
H -3.865 -23.228 5.281
H -4.735 -23.620 6.763
H -3.447 -24.681 6.218
H -2.413 -19.904 8.928
H -1.323 -20.446 7.639
H -0.049 -21.114 9.554
H -0.833 -22.601 9.044
H -2.121 -19.796 10.947
H -0.521 -19.973 11.399
H -1.839 -20.562 12.441
O 1.881 -14.256 11.151
C 0.708 -14.758 11.449
O 0.676 -15.658 12.237
O -0.298 -14.272 10.882
H 1.526 -13.927 10.322
O 0.642 -17.151 14.693
C 0.746 -18.491 14.357
O 0.832 -18.716 13.138
O 0.718 -19.341 15.241
H 0.623 -16.642 13.879
O -2.729 -15.556 10.072
C -2.668 -16.843 10.299
O -1.696 -17.183 11.062
O -3.560 -17.650 10.023
H -1.957 -15.334 10.599

***

83
Properties=species:S:1:pos:R:3 method="wB97M-V/def2-TZVPD" charge=-1 lumo_ha=-0.018
O -6.648 3.082 -1.858
P -7.291 4.231 -2.530
O -8.840 4.336 -2.037
O -7.426 3.937 -4.101
C -6.559 5.813 -2.294
B -5.916 6.507 -3.655
F -7.048 6.874 -4.500
H -9.248 5.156 -2.337
H -8.276 4.176 -4.478
H -5.789 5.676 -1.530
H -7.300 6.510 -1.894
H -5.299 7.522 -3.303
H -5.151 5.742 -4.233
C -2.907 1.128 0.321
C -3.790 1.416 -0.666
C -3.373 1.328 -2.131
O -4.202 1.530 -2.985
C -1.985 0.965 -2.431
C -1.146 0.698 -1.429
C -1.573 0.757 0.013
O -0.710 0.470 0.851
O 0.132 0.341 -1.587
O -5.017 1.758 -0.412
H -3.183 1.162 1.363
H -1.691 0.916 -3.470
H 0.469 0.192 -0.679
H -5.545 2.044 -1.215
C -2.006 4.603 3.896
C -1.143 5.337 4.611
C 0.215 4.814 5.037
O 0.911 5.586 5.678
C 0.599 3.478 4.659
C -0.256 2.737 3.933
C -1.626 3.257 3.527
O -2.325 2.480 2.908
O 0.014 1.522 3.502
O -1.377 6.574 5.022
H -2.980 4.964 3.596
H 1.574 3.119 4.957
H -0.715 1.236 2.908
H -0.572 6.846 5.507
C -0.802 -2.842 0.513
C -2.143 -2.950 0.489
C -2.853 -4.286 0.377
O -4.070 -4.258 0.391
C -2.058 -5.489 0.261
C -0.722 -5.382 0.280
C -0.018 -4.045 0.428
O 1.201 -4.105 0.474
O 0.110 -6.405 0.180
O -2.955 -1.914 0.570
H -0.297 -1.891 0.612
H -2.570 -6.436 0.163
H 1.015 -6.027 0.214
H -3.869 -2.258 0.554
C 6.222 -0.216 0.057
C 6.124 0.488 -1.079
C 4.795 0.738 -1.766
O 4.836 1.405 -2.785
C 3.599 0.180 -1.182
C 3.699 -0.534 -0.052
C 5.019 -0.763 0.650
O 4.995 -1.389 1.693
O 2.662 -1.098 0.545
O 7.150 1.035 -1.711
H 7.165 -0.395 0.554
H 2.656 0.344 -1.686
H 3.001 -1.545 1.344
H 6.767 1.485 -2.492
C 6.777 -4.563 -0.095
C 5.445 -4.668 -0.231
C 4.754 -6.002 -0.427
O 3.541 -5.966 -0.501
C 5.556 -7.203 -0.498
C 6.885 -7.095 -0.368
C 7.576 -5.763 -0.147
O 8.789 -5.802 -0.029
O 7.724 -8.117 -0.413
O 4.630 -3.630 -0.206
H 7.276 -3.616 0.051
H 5.055 -8.149 -0.649
H 8.615 -7.732 -0.283
H 3.716 -3.959 -0.333

***

79
Properties=species:S:1:pos:R:3 method="wB97M-V/def2-TZVPD" charge=-1 lumo_ha="0.086 / 0.082" s2=3.786 spin_multiplicity=4 relative_energy_kcal_mol=0.0
Cr -0.462 -0.305 -0.015
C 6.616 0.718 2.280
C 5.176 1.117 2.107
C 4.825 2.435 1.845
C 3.498 2.803 1.671
C 2.500 1.846 1.770
C 2.836 0.522 2.024
C 4.161 0.167 2.193
S 0.802 2.302 1.464
O 0.841 3.730 1.250
O 0.009 1.791 2.561
N 0.399 1.514 0.160
C 1.429 1.538 -0.888
C 2.174 0.206 -0.897
O 3.302 0.111 -1.344
O 1.455 -0.787 -0.461
H 7.285 1.489 1.901
H 6.831 -0.208 1.746
H 6.858 0.555 3.332
H 5.603 3.185 1.759
H 3.222 3.825 1.458
H 2.069 -0.238 2.038
H 4.417 -0.871 2.364
H 2.120 2.378 -0.805
H 0.936 1.629 -1.863
C 2.702 -7.693 -0.810
C 1.615 -6.652 -0.822
C 1.922 -5.296 -0.851
C 0.923 -4.333 -0.854
C -0.404 -4.738 -0.826
C -0.735 -6.086 -0.797
C 0.276 -7.032 -0.797
S -1.680 -3.507 -0.882
O -1.767 -3.033 -2.238
O -2.858 -4.095 -0.292
N -1.059 -2.334 -0.001
C -0.974 -2.442 1.370
C -1.396 -3.474 2.218
C -1.206 -3.310 3.571
C -0.636 -2.143 4.077
C -0.265 -1.164 3.179
N -0.408 -1.326 1.864
H 3.687 -7.231 -0.852
H 2.611 -8.369 -1.661
H 2.654 -8.301 0.095
H 2.959 -4.983 -0.868
H 1.172 -3.278 -0.871
H -1.775 -6.378 -0.761
H 0.023 -8.086 -0.772
H -1.883 -4.349 1.816
H -1.525 -4.095 4.247
H -0.497 -1.986 5.136
H 0.139 -0.212 3.493
C -4.094 1.278 1.893
C -4.873 1.560 0.776
C -4.392 1.243 -0.480
C -3.134 0.643 -0.610
C -2.323 0.379 0.498
C -2.840 0.706 1.752
C -2.592 0.271 -1.936
C -3.442 0.231 -3.078
C -2.936 -0.115 -4.282
C -1.571 -0.466 -4.392
C -1.003 -0.853 -5.628
C 0.303 -1.240 -5.701
C 1.075 -1.274 -4.522
C 0.546 -0.905 -3.317
C -0.790 -0.461 -3.224
N -1.311 -0.056 -2.009
H -4.461 1.529 2.882
H -5.841 2.032 0.885
H -4.989 1.484 -1.347
H -2.241 0.549 2.641
H -4.488 0.457 -2.959
H -3.568 -0.158 -5.161
H -1.634 -0.843 -6.509
H 0.738 -1.537 -6.647
H 2.104 -1.608 -4.555
H 1.138 -1.006 -2.420

***

21
Properties=species:S:1:pos:R:3 method="wB97M-V/def2-TZVPD" lumo_ha=0.037 relative_energy_kcal_mol=58.0
C 2.149 1.445 1.694
C 2.046 0.197 1.271
C 1.257 -0.379 0.114
N 1.984 -1.119 -0.723
C -0.094 -0.108 -0.038
C -1.048 -0.707 -1.022
C -2.571 -0.430 -0.653
C -3.053 1.023 -0.282
H 2.438 1.804 2.654
H 1.923 2.307 1.056
H 2.481 -0.570 1.803
H 2.956 -1.101 -0.578
H 1.624 -1.696 -1.522
H -0.435 0.868 0.360
H -1.041 -1.837 -1.043
H -0.682 -0.342 -1.944
H -3.139 -0.671 -1.532
H -2.870 -1.238 0.071
H -3.808 1.283 -1.066
H -2.176 1.598 -0.477
H -3.272 1.178 0.781

***

45
Properties=species:S:1:pos:R:3 method="wB97M-V/def2-TZVPD" charge=+2 lumo_ha="-0.249 / -0.249" s2=0.751 spin_multiplicity=2 relative_energy_kcal_mol=0.0
Yb -0.949 -0.130 0.676
C 2.338 1.860 1.028
C 2.845 0.426 0.970
S 1.822 -0.771 0.077
C 2.130 -0.417 -1.671
C 1.464 0.824 -2.255
S -0.317 0.736 -1.977
C -0.845 2.470 -2.035
C -2.200 2.660 -1.358
S -2.329 2.328 0.421
C -1.411 3.631 1.266
C 0.113 3.558 1.265
S 0.720 1.947 1.834
H 2.245 2.294 0.036
H 3.046 2.467 1.593
H 2.956 0.015 1.974
H 3.840 0.407 0.523
H 1.789 -1.312 -2.195
H 3.210 -0.374 -1.820
H 1.657 0.850 -3.328
H 1.867 1.741 -1.831
H -0.928 2.775 -3.078
H -0.077 3.086 -1.571
H -2.953 2.002 -1.796
H -2.546 3.682 -1.519
H -1.794 3.599 2.288
H -1.727 4.594 0.862
H 0.502 4.327 1.932
H 0.525 3.747 0.276
O 0.852 -3.260 3.323
C 0.202 -2.538 2.453
O 0.040 -1.319 2.558
C -0.386 -3.287 1.310
C -0.313 -4.640 1.056
C -0.963 -5.111 -0.092
C -1.684 -4.242 -0.899
C -1.744 -2.906 -0.521
N -1.070 -2.455 0.527
C -2.551 -1.826 -1.213
O -3.117 -1.999 -2.248
O -2.511 -0.692 -0.501
H 1.156 -2.703 4.062
H 0.225 -5.307 1.715
H -0.916 -6.164 -0.335
H -2.215 -4.571 -1.782

***

44
Properties=species:S:1:pos:R:3 method="wB97M-V/def2-TZVPD" lumo_ha=0.006
C -3.157 -3.600 0.388
N -1.876 -2.944 0.388
C -0.702 -3.537 0.639
C 0.323 -2.602 0.534
C 1.741 -2.874 0.738
O 2.152 -3.879 1.281
C 2.686 -1.811 0.267
C 3.664 -1.359 1.151
C 4.586 -0.401 0.779
C 4.547 0.107 -0.511
Cl 5.693 1.293 -1.003
C 3.603 -0.341 -1.422
C 2.679 -1.295 -1.027
Cl 1.566 -1.882 -2.211
C -0.291 -1.374 0.218
C -1.648 -1.616 0.131
C -2.650 -0.657 -0.204
N -3.944 -0.774 -0.306
N -4.425 0.433 -0.658
C -3.416 1.232 -0.763
C -3.418 2.680 -1.119
O -2.704 3.455 -0.183
C -1.359 3.247 -0.028
C -0.818 3.683 1.181
C 0.521 3.507 1.458
C 1.335 2.884 0.523
Cl 3.005 2.619 0.882
C 0.819 2.471 -0.692
C -0.523 2.659 -0.973
O -2.251 0.604 -0.490
H -3.925 -2.873 0.130
H -3.365 -4.014 1.376
H -3.162 -4.412 -0.340
H -0.624 -4.584 0.860
H 3.686 -1.778 2.145
H 5.331 -0.054 1.476
H 3.594 0.038 -2.431
H 0.185 -0.422 0.088
H -3.027 2.815 -2.138
H -4.448 3.042 -1.084
H -1.474 4.153 1.896
H 0.932 3.837 2.398
H 1.461 1.999 -1.419
H -0.901 2.326 -1.926

***

46
Properties=species:S:1:pos:R:3 method="wB97M-V/def2-TZVPD" lumo_ha=0.015 relative_energy_kcal_mol=31.9
C 4.456 1.158 1.703
C 3.008 1.581 1.502
O 2.683 1.415 0.123
C 1.391 1.681 -0.192
O 0.622 2.081 0.666
C 1.051 1.367 -1.571
C 2.057 0.957 -2.456
C 1.761 0.563 -3.738
C 0.432 0.550 -4.155
C -0.576 0.951 -3.312
C -0.302 1.396 -2.006
N -1.268 1.877 -1.192
C -2.691 1.740 -1.405
C -3.180 0.346 -1.149
C -3.382 -0.338 0.014
C -3.822 -1.631 -0.359
C -3.847 -1.638 -1.718
O -3.458 -0.449 -2.205
C 2.074 0.732 2.380
O 1.688 1.086 3.460
N 1.803 -0.481 1.791
C 0.758 -1.345 2.100
N 0.100 -1.785 1.036
C -0.936 -2.586 1.171
C -1.391 -2.982 2.421
Cl -2.778 -3.988 2.575
C -0.686 -2.584 3.549
C 0.427 -1.771 3.395
Cl 1.390 -1.396 4.764
H 5.108 1.770 1.085
H 4.585 0.115 1.425
H 4.728 1.287 2.747
H 2.858 2.628 1.792
H 3.077 0.957 -2.107
H 2.546 0.255 -4.411
H 0.188 0.221 -5.154
H -1.595 0.918 -3.659
H -0.966 2.055 -0.239
H -2.947 2.026 -2.428
H -3.186 2.430 -0.717
H -3.238 0.033 1.008
H -4.090 -2.434 0.297
H -4.117 -2.395 -2.428
H 2.057 -0.551 0.810
H -1.414 -2.906 0.258
H -0.978 -2.918 4.532

***

10
Properties=species:S:1:pos:R:3 method="wB97M-V/def2-TZVPD" lumo_ha=-0.026 relative_energy_kcal_mol=1.8
O 2.607 0.133 -0.264
C 1.705 -0.692 0.025
C 0.358 -0.143 -0.016
C -0.057 1.107 0.012
O -1.447 1.121 -0.080
C -1.841 -0.191 -0.110
O -3.003 -0.538 -0.121
O -0.711 -1.002 -0.104
H 1.876 -1.768 0.440
H 0.513 1.973 0.220

***

| no. | calculated total energy (a.u.) |
| --- | --- |
| 1 | -1362.768583 |
| 2 | -3393.723613 |
| 3 | -3901.373109 |
| 4 | -329.179082 |
| 5 | -3690.400859 |
| 6 | -2579.204651 |
| 7 | -2157.986949 |
| 8 | -454.549831 |